No. 1
# C44H41AuFN4O8Te

A structure of composition C44H41AuFN4O8Te (the ωB97M-V functional and the def2-TZVPD basis, the OMol25 dataset).

Kohn-Sham gap (alpha / beta)	7.59 / 7.06	eV
⟨S²⟩	3.775
HOMO energy (alpha / beta)	-7.9 / -8.8	eV
relative energy (zero: lowest compared OMol25 entry of this formula, charge and spin)	0.94	kcal per mole
multiplicity	4
LUMO (alpha / beta)	-0.322 / -1.727	eV

Last column: Mulliken charge in e.
Element x y z (Å)
Au 0.359 1.039 0.593  1.78
O -5.858 1.207 -0.148  -0.58
C -5.613 -0.072 0.064  0.42
O -6.465 -0.923 -0.027  -0.64
C -4.223 -0.448 0.458  0.72
C -3.912 -1.684 0.971  -0.97
N -2.586 -1.690 1.190  -0.32
N -2.001 -0.538 0.841  0.15
C -2.979 0.236 0.402  0.08
C -2.667 1.622 -0.111  0.42
O -3.603 2.419 -0.201  -0.90
O -1.473 1.848 -0.509  -0.66
H -5.019 1.755 -0.103  0.45
H -4.549 -2.528 1.173  0.53
H -2.027 -2.425 1.589  0.19
C 4.747 0.114 6.558  -1.71
C 3.688 1.165 6.872  0.43
C 3.019 0.850 8.201  -0.99
C 1.865 1.798 8.473  -1.01
C 0.859 1.683 7.366  0.82
C -0.489 1.819 7.592  -0.80
C -1.387 1.751 6.529  0.06
F -2.697 1.879 6.799  -0.35
C -0.971 1.578 5.244  -1.18
C 0.401 1.423 4.991  0.35
C 0.846 1.263 3.606  1.83
O -0.030 1.326 2.708  -1.28
C 2.244 1.099 3.419  0.28
C 3.062 1.118 4.514  -0.74
N 2.667 1.246 5.789  0.31
C 1.313 1.439 6.053  -0.44
C 2.953 0.810 2.101  -0.20
O 4.138 1.086 2.023  -0.68
O 2.263 0.196 1.200  -0.63
H 5.324 -0.083 7.460  0.42
H 5.445 0.426 5.785  0.51
H 4.274 -0.818 6.243  0.41
H 4.162 2.149 6.942  0.12
H 3.775 0.926 8.983  0.41
H 2.657 -0.182 8.185  0.35
H 2.243 2.825 8.514  0.33
H 1.395 1.587 9.433  0.44
H -0.863 1.995 8.593  0.50
H -1.668 1.564 4.418  0.68
H 4.122 1.019 4.330  0.69
C -6.048 -2.018 -5.718  -1.66
C -4.821 -1.546 -4.986  0.80
C -4.346 -2.228 -3.871  -0.81
C -3.219 -1.801 -3.179  0.73
C -2.767 -2.537 -1.945  -1.53
C -2.561 -0.672 -3.662  0.17
Te -0.682 0.024 -2.602  0.48
N 0.952 0.834 -1.401  -0.33
C 1.363 1.760 -2.265  0.65
O 0.906 1.778 -3.446  -0.46
C 2.468 2.707 -1.928  0.17
C 3.288 3.121 -2.976  -0.46
C 4.354 3.970 -2.734  -0.65
C 4.608 4.415 -1.443  -0.38
C 3.778 4.028 -0.402  -0.92
C 2.711 3.178 -0.643  0.15
C 0.436 -1.684 -3.131  1.13
C 0.768 -1.902 -4.470  0.53
C 0.353 -0.992 -5.597  -1.52
C 1.535 -3.020 -4.785  -0.90
C 1.981 -3.901 -3.813  0.78
C 2.817 -5.100 -4.167  -1.55
C 1.650 -3.642 -2.488  -0.84
C 0.891 -2.540 -2.120  0.53
C 0.638 -2.308 -0.652  -0.66
C -3.023 0.077 -4.738  0.91
C -2.391 1.353 -5.236  -2.06
C -4.155 -0.401 -5.398  -0.83
H -6.485 -2.890 -5.234  0.34
H -5.805 -2.285 -6.748  0.35
H -6.804 -1.233 -5.752  0.36
H -4.875 -3.105 -3.516  0.29
H -3.474 -3.324 -1.689  0.46
H -2.698 -1.857 -1.092  0.32
H -1.786 -2.993 -2.098  0.27
H 3.075 2.767 -3.975  0.45
H 4.986 4.289 -3.553  0.37
H 5.453 5.064 -1.250  0.38
H 3.963 4.383 0.602  0.38
H 2.056 2.901 0.171  0.47
H -0.070 -0.053 -5.247  -0.13
H -0.386 -1.481 -6.235  0.39
H 1.218 -0.741 -6.211  0.55
H 1.799 -3.192 -5.823  0.38
H 3.011 -5.146 -5.238  0.35
H 2.313 -6.022 -3.873  0.34
H 3.775 -5.069 -3.646  0.34
H 2.004 -4.310 -1.709  0.46
H 0.428 -3.254 -0.150  0.58
H -0.202 -1.636 -0.470  -0.90
H 1.519 -1.858 -0.189  0.43
H -1.613 1.738 -4.578  0.26
H -3.152 2.128 -5.334  0.54
H -1.948 1.201 -6.222  0.37
H -4.532 0.159 -6.249  0.46

---

No. 2
# CH8NP2

A cluster of 2 separate species, CH8NP2 in total at a distorted geometry (the ωB97M-V functional and the def2-TZVPD basis, the OMol25 dataset).

Kohn-Sham gap	8.20	eV
HOMO energy	-13.2	eV
relative energy (zero: lowest compared OMol25 entry of this formula, charge and spin)	40.65	kcal per mole
charge	+1
LUMO	-4.995	eV

Last column: Mulliken charge in e.
Element x y z (Å)
C 0.288 -0.296 -0.502  -0.93
N 0.620 -1.029 0.686  -0.29
P -2.231 0.338 -0.488  0.21
P 1.435 1.251 -0.658  0.04
H 0.194 -0.775 -1.468  0.52
H -0.038 -1.809 0.869  0.37
H 0.588 -0.280 1.380  0.41
H 1.683 -1.372 0.759  0.39
H -1.725 1.135 0.540  0.08
H -2.310 -0.777 0.358  0.06
H 0.639 1.658 -1.736  0.09
H 0.855 1.957 0.260  0.05

---

No. 3
# C3H8O2

A cluster of 2 separate species, C3H8O2 in total at a distorted geometry (the ωB97M-V functional and the def2-TZVPD basis, the OMol25 dataset).

Kohn-Sham gap	8.68	eV
HOMO energy	-8.2	eV
SMILES	C=C(C)O.O
relative energy (zero: lowest compared OMol25 entry of this formula, charge and spin)	60.71	kcal per mole
LUMO	0.492	eV

Last column: Mulliken charge in e.
Element x y z (Å)
C -1.017 0.792 0.701  -0.80
C -0.735 0.001 -0.363  0.67
C -1.821 -0.823 -1.115  -1.01
O 0.561 -0.014 -0.830  -0.43
H -1.888 1.383 0.714  0.26
H -0.235 0.795 1.483  0.20
H -1.335 -1.752 -1.190  0.32
H -2.736 -0.977 -0.532  0.32
H -1.723 -0.345 -2.133  0.28
H 1.082 0.291 -0.037  0.19
O 3.466 0.079 0.747  -0.68
H 3.171 0.980 0.900  0.32
H 3.212 -0.409 1.655  0.34

---

Q: relative energy (zero: lowest compared OMol25 entry of this formula, charge and spin) of number 3 (C3H8O2)?
A: 60.71 kcal per mole